Record 1
The following is a DFT calculation (ωB97M-V/def2-TZVPD) of a molecular structure, C5H7N3O in a non-equilibrium geometry.

Geometry as XYZ:
```
16
Properties=species:S:1:pos:R:3:forces:R:3
C 0.50519 -1.41646 -0.17760 5.8 -2.8 2.4
C -0.64519 -0.81755 -0.20610 -5.3 2.0 0.2
C -2.17466 -0.48771 0.07367 -0.1 -1.3 -2.3
C -1.98483 1.03968 0.13873 3.9 -2.8 -3.1
C 0.84869 0.91403 -0.24064 -1.0 0.0 1.5
H 3.52044 -0.24777 -0.70708 -2.6 -0.6 2.8
H 2.97870 0.45361 0.80086 -0.1 -2.0 -1.3
H 1.14289 -2.44913 0.26988 -2.9 3.0 -1.8
H -2.82558 -0.68197 -0.75841 -0.3 -0.8 -0.2
H -2.38058 -1.04895 0.89025 -1.7 -1.1 2.8
H -2.01132 1.47557 1.09064 -0.2 1.1 0.9
H -2.11076 1.50909 -0.84233 -2.0 0.9 1.1
N 2.82341 -0.44670 0.20248 1.7 2.7 -1.6
N 1.46512 -0.30165 -0.18171 -0.7 -1.2 -0.9
N -0.60100 0.54564 -0.30276 6.4 2.6 0.2
O 1.44947 1.96028 -0.04988 -0.9 0.2 -0.5
```
Forces are in eV/Å.

For the gap between HOMO and LUMO, the calculation gives 8.8 eV. The value obtained for the HOMO energy is -7.985 eV. The total energy is -434.050867 Ha. For the energy above the lowest of the compared OMol25 structures with the same formula, charge and spin, the calculation gives 121.4 kcal per mole.

natural (NBO) population analysis, charges in e, atoms 1 to 5:
1. C -0.136
2. C 0.096
3. C -0.377
4. C -0.221
5. C 0.735



Record 2
The following is a DFT calculation (ωB97M-V/def2-TZVPD) of a molecular structure, C2H4GaO2 in a non-equilibrium geometry.

Geometry as XYZ:
```
9
Properties=species:S:1:pos:R:3:forces:R:3
O -0.11680 1.21144 0.09474 -0.6 -0.4 0.4
H -0.25247 2.16696 0.15227 0.1 0.9 0.2
O 0.33008 -1.23745 0.01782 -1.1 -0.5 0.1
Ga 1.64394 0.15677 -0.06237 1.7 0.9 0.0
H 0.45437 -2.19239 0.00382 0.2 -0.8 0.0
C -1.02305 -0.86577 -0.11017 -1.8 1.5 0.8
C -1.26069 0.53519 -0.02757 0.8 0.4 -1.5
H -1.56794 -1.34278 -0.93423 -0.4 -0.4 0.8
H -1.74699 -0.60584 0.93313 1.1 -1.7 -0.9
```
Forces are in eV/Å.

The total charge is +2. For the gap between HOMO and LUMO (spin up / spin down), the calculation gives 10.8 / 5.4 eV. Its multiplicity is 2. As for the expectation value of S²: 0.760. The value obtained for the HOMO energy (spin up / spin down) is -20.819 / -19.788 eV. The total energy is -2152.952879 Ha. For the energy above the lowest of the compared OMol25 structures with the same formula, charge and spin, the calculation gives 0.0 kcal per mole.

natural (NBO) population analysis, charges in e, atoms 1 to 5:
1. O -0.749
2. H 0.605
3. O -0.816
4. Ga 1.416
5. H 0.593



Record 3
The following is a DFT calculation (ωB97M-V/def2-TZVPD) of 2 unconnected molecules or ions with the total composition C5H13N3O in a non-equilibrium geometry.

Geometry as XYZ:
```
22
Properties=species:S:1:pos:R:3:forces:R:3
C -0.87980 -3.42195 -0.73979 1.6 -0.2 -0.5
C -0.89143 -2.18628 -0.17755 -0.7 -1.9 0.2
C -0.10185 -1.11214 -0.59423 2.0 -2.2 -3.8
C -1.65206 1.05354 0.88991 -0.2 -4.6 1.9
C 1.10754 0.85953 -0.66302 -2.7 -1.1 -2.4
N -0.02538 0.04786 -0.15907 1.2 3.4 1.8
N -1.27980 2.05211 1.54051 0.9 1.6 3.7
N 2.25528 0.71247 0.24518 2.1 1.0 -1.4
O 0.81912 2.25692 -0.68594 -1.1 -1.4 -1.8
H -1.23608 -4.30227 -0.14673 -0.1 0.9 -1.0
H -0.30351 -3.63309 -1.72823 -1.2 0.4 1.8
H -1.37071 -2.05981 0.75702 -0.7 0.0 0.9
H 0.61563 -1.37403 -1.44662 -0.8 0.0 0.7
H -2.04049 1.02339 -0.04205 -1.1 1.1 -2.9
H 1.29612 0.37118 -1.67994 0.6 1.2 1.0
H -1.22218 2.91143 1.03596 0.1 0.9 0.2
H 1.89656 1.18046 1.11464 1.2 -1.1 -0.1
H -1.05296 2.03861 2.61308 -0.6 0.0 -2.8
H 2.74185 -0.27523 0.22653 -1.5 2.1 0.8
H -1.82730 0.04896 1.32777 0.2 1.2 0.5
H 2.98112 1.37309 -0.21333 -0.9 -1.0 1.2
H 0.17032 2.43525 -1.47409 1.9 -0.4 1.9
```
Forces are in eV/Å.

The total charge is +2. For the gap between HOMO and LUMO, the calculation gives 9.8 eV. The value obtained for the HOMO energy is -17.480 eV. The total energy is -437.092590 Ha. For the energy above the lowest of the compared OMol25 structures with the same formula, charge and spin, the calculation gives 104.0 kcal per mole.

natural (NBO) population analysis, charges in e, atoms 1 to 5:
1. C -0.138
2. C -0.368
3. C 0.191
4. C 0.147
5. C 0.366



Record 4
The following is a DFT calculation (ωB97M-V/def2-TZVPD) of a molecular structure, C18H26FN6O4PbS2 in a non-equilibrium geometry.

Geometry as XYZ:
```
58
Properties=species:S:1:pos:R:3:forces:R:3
Pb 0.18249 -0.61566 0.56466 -0.3 0.2 -0.3
N 1.27899 1.90060 -2.12555 0.4 -0.1 -1.2
C 0.49392 1.48979 -3.28855 0.2 0.2 0.2
C -0.21046 0.15119 -3.09664 -0.1 0.1 0.0
N 0.57910 -0.90486 -2.47807 -0.1 0.2 -0.3
C 0.01706 -2.21033 -2.72189 -0.1 -0.2 -0.2
C -1.40148 -2.40147 -2.23624 -0.3 -0.2 0.1
N -1.44997 -2.51683 -0.78051 -0.2 -0.1 -0.4
C 1.99287 -0.90860 -2.79373 0.1 -0.1 -0.5
C 2.76312 -1.32309 -1.57836 0.5 -0.1 0.1
N 2.52006 -0.33638 -0.54106 0.3 0.2 0.8
H 0.75105 1.87184 -1.25501 -0.2 0.1 0.1
H 1.59829 2.85533 -2.22915 0.0 0.0 0.0
H 1.15692 1.43616 -4.15777 0.0 0.0 -0.1
H -0.29868 2.20170 -3.55291 0.0 0.0 0.0
H -0.58708 -0.16807 -4.08581 0.0 0.0 0.0
H -1.08687 0.32511 -2.46369 0.0 0.0 0.0
H 0.65230 -2.95469 -2.23314 0.0 -0.1 0.0
H 0.03235 -2.43359 -3.80697 0.0 0.0 0.0
H -1.79669 -3.28514 -2.75754 -0.1 0.0 0.1
H -2.02553 -1.55728 -2.53346 0.0 -0.1 0.0
H -1.04645 -3.38271 -0.45064 0.1 -0.1 0.1
H -2.39522 -2.45553 -0.43207 -0.1 0.0 0.1
H 2.31302 0.09560 -3.05874 0.0 -0.1 0.0
H 2.24485 -1.56927 -3.63991 -0.2 0.0 0.0
H 3.82102 -1.39147 -1.85444 0.1 0.0 0.1
H 2.46366 -2.30869 -1.21037 0.0 0.0 0.0
H 2.46365 0.60848 -0.92183 0.0 0.0 -0.1
H 3.23625 -0.36313 0.17475 -0.1 0.0 0.1
S 0.40903 -0.03892 3.10302 0.2 0.0 0.3
C 0.97690 -1.52830 3.86331 0.0 0.1 0.1
C 1.23417 -1.47152 5.23985 0.0 0.0 0.0
C 1.65486 -2.57716 5.95489 0.0 0.0 0.0
C 1.83093 -3.78912 5.29707 0.0 0.0 0.0
C 1.60033 -3.86125 3.93606 0.0 0.1 0.0
C 1.18680 -2.74719 3.19216 0.1 0.0 0.0
S 0.97804 -2.97384 1.45440 0.0 -0.2 0.1
H 1.09077 -0.52293 5.74303 0.0 0.0 0.0
H 1.84228 -2.49387 7.01838 0.0 0.0 0.0
H 2.14972 -4.67093 5.83997 0.0 0.0 0.0
H 1.73840 -4.79867 3.41149 0.0 0.0 0.0
F -3.98262 0.41620 0.32539 0.0 -0.2 -0.1
C -3.49666 1.66231 0.21459 0.0 0.1 -0.1
C -2.56027 2.10839 1.05482 0.1 0.1 0.3
N -2.07819 3.39560 1.03042 0.0 -0.2 -0.1
C -0.78058 3.64797 1.66485 -0.1 0.1 0.2
C 0.37998 3.03078 0.86460 0.0 0.2 0.1
O 1.49547 3.50653 1.04756 0.1 -0.1 -0.1
O 0.02912 2.06174 0.12103 -0.3 0.1 0.7
C -2.50341 4.27976 0.05878 0.0 0.0 0.1
O -2.11616 5.42631 -0.02973 0.0 0.0 -0.1
N -3.43372 3.76027 -0.82663 0.0 0.0 0.0
C -3.94976 2.46751 -0.89599 0.1 0.2 0.0
O -4.67798 2.12847 -1.80635 -0.1 -0.1 0.0
H -2.16489 1.46594 1.83249 0.1 0.0 0.0
H -0.79066 3.17230 2.64665 0.0 0.1 0.1
H -0.62813 4.71564 1.76788 -0.1 0.0 0.0
H -3.69627 4.37897 -1.57934 0.0 0.0 0.0
```
Forces are in eV/Å.

The total charge is -1. For the gap between HOMO and LUMO, the calculation gives 7.1 eV. The value obtained for the HOMO energy is -4.427 eV. The total energy is -2420.285501 Ha. For the energy above the lowest of the compared OMol25 structures with the same formula, charge and spin, the calculation gives 0.0 kcal per mole.

natural (NBO) population analysis, charges in e, atoms 1 to 5:
1. Pb 1.135
2. N -0.906
3. C -0.223
4. C -0.219
5. N -0.458



What did the third record say?
The following is a DFT calculation (ωB97M-V/def2-TZVPD) of 2 unconnected molecules or ions with the total composition C5H13N3O in a non-equilibrium geometry.

Geometry as XYZ:
```
22
Properties=species:S:1:pos:R:3:forces:R:3
C -0.87980 -3.42195 -0.73979 1.6 -0.2 -0.5
C -0.89143 -2.18628 -0.17755 -0.7 -1.9 0.2
C -0.10185 -1.11214 -0.59423 2.0 -2.2 -3.8
C -1.65206 1.05354 0.88991 -0.2 -4.6 1.9
C 1.10754 0.85953 -0.66302 -2.7 -1.1 -2.4
N -0.02538 0.04786 -0.15907 1.2 3.4 1.8
N -1.27980 2.05211 1.54051 0.9 1.6 3.7
N 2.25528 0.71247 0.24518 2.1 1.0 -1.4
O 0.81912 2.25692 -0.68594 -1.1 -1.4 -1.8
H -1.23608 -4.30227 -0.14673 -0.1 0.9 -1.0
H -0.30351 -3.63309 -1.72823 -1.2 0.4 1.8
H -1.37071 -2.05981 0.75702 -0.7 0.0 0.9
H 0.61563 -1.37403 -1.44662 -0.8 0.0 0.7
H -2.04049 1.02339 -0.04205 -1.1 1.1 -2.9
H 1.29612 0.37118 -1.67994 0.6 1.2 1.0
H -1.22218 2.91143 1.03596 0.1 0.9 0.2
H 1.89656 1.18046 1.11464 1.2 -1.1 -0.1
H -1.05296 2.03861 2.61308 -0.6 0.0 -2.8
H 2.74185 -0.27523 0.22653 -1.5 2.1 0.8
H -1.82730 0.04896 1.32777 0.2 1.2 0.5
H 2.98112 1.37309 -0.21333 -0.9 -1.0 1.2
H 0.17032 2.43525 -1.47409 1.9 -0.4 1.9
```
Forces are in eV/Å.

The total charge is +2. For the gap between HOMO and LUMO, the calculation gives 9.8 eV. The value obtained for the HOMO energy is -17.480 eV. The total energy is -437.092590 Ha. For the energy above the lowest of the compared OMol25 structures with the same formula, charge and spin, the calculation gives 104.0 kcal per mole.

natural (NBO) population analysis, charges in e, atoms 1 to 5:
1. C -0.138
2. C -0.368
3. C 0.191
4. C 0.147
5. C 0.366